C17H19N | the ωB97M-V functional and the def2-TZVPD basis

Output
**SMILES**: CCc1c[nH]c2ccccc12.Cc1ccccc1
**Molar mass**: 237.35 g/mol
**Strongest force on any atom**: 3.0 eV/Å
**E**: -19426.45246 eV
**2S+1**: 1
**HOMO-LUMO gap**: 8.39 eV
**E_LUMO**: 0.7280 eV
**Energy above the lowest of the compared OMol25 structures with the same formula, charge and spin**: 1.4505 eV

```
37
Properties=species:S:1:pos:R:3:lowdin_charge:R:1
C -1.46960 -0.13903 3.99716 -0.129
C -1.02914 -0.92712 2.77295 -0.202
C -1.55698 -0.42046 1.46497 -0.201
C -1.89866 0.91176 1.26608 -0.044
N -2.31184 1.04955 -0.03609 0.072
C -2.24402 -0.15540 -0.66235 -0.220
C -2.65175 -0.45718 -1.95800 -0.037
C -2.61646 -1.76182 -2.33791 -0.108
C -1.98561 -2.70865 -1.50430 -0.106
C -1.46936 -2.43814 -0.23800 -0.011
C -1.69450 -1.12052 0.23999 -0.122
H -2.41265 0.39186 3.88322 0.069
H -0.74236 0.54123 4.44483 0.066
H -1.69197 -0.74872 4.88885 0.071
H -0.03202 -1.36063 2.84368 0.111
H -1.63846 -1.85578 2.87716 0.116
H -1.65939 1.67805 1.98181 0.118
H -2.53982 1.87934 -0.55816 0.153
H -3.11040 0.26070 -2.63360 0.110
H -2.84457 -2.17328 -3.31146 0.099
H -1.93193 -3.74413 -1.82476 0.093
H -0.85269 -3.11328 0.32636 0.102
C 2.00204 3.07202 -1.60810 -0.060
C 2.38758 1.74413 -1.05204 -0.292
C 3.08588 0.80667 -1.77802 -0.074
C 3.80688 -0.23259 -1.22186 -0.076
C 3.90116 -0.22754 0.18216 -0.105
C 3.19240 0.65631 0.97011 -0.088
C 2.35985 1.58580 0.33738 -0.055
H 1.03118 3.41224 -1.22945 0.074
H 1.88564 3.09687 -2.69180 0.077
H 2.68565 3.82778 -1.22064 0.086
H 3.07082 0.89166 -2.86581 0.112
H 4.15283 -1.11360 -1.73694 0.100
H 4.58781 -0.94707 0.61924 0.096
H 3.25293 0.67345 2.04910 0.099
H 1.74392 2.16248 1.01835 0.107
```

***

C4H9S | the ωB97M-V functional and the def2-TZVPD basis

Output
**Molar mass**: 89.18 g/mol
**Total charge**: -1
**Strongest force on any atom**: 0.8 eV/Å
**E**: -15129.07133 eV
**2S+1**: 1
**HOMO-LUMO gap**: 6.19 eV
**E_LUMO**: 3.9890 eV
**Energy above the lowest of the compared OMol25 structures with the same formula, charge and spin**: 0.5782 eV

```
14
Properties=species:S:1:pos:R:3:lowdin_charge:R:1
C -2.27556 -0.54578 0.03083 -0.726
S -2.39494 1.26857 -0.22868 -0.009
H -1.38508 -0.76848 0.62141 -0.031
H -3.15281 -0.86607 0.59517 -0.030
H -2.24318 -1.10735 -0.90313 -0.018
C 0.89880 0.02505 -1.06913 -0.146
C 1.82584 0.10386 0.12375 -0.254
C 1.41420 0.58616 1.28595 -0.036
H 0.53307 -0.99464 -1.17902 0.063
H 0.05779 0.70276 -0.88523 -0.018
H 1.39785 0.32025 -1.99736 0.059
H 2.82558 -0.31938 0.05594 0.072
H 2.08109 0.59260 2.14066 0.034
H 0.41736 1.00246 1.40885 0.039
```

***

C19H54O13 | the ωB97M-V functional and the def2-TZVPD basis

Output
**SMILES**: CC(C)O.CC(C)O.CC(C)O.OCCO.OCCO.OCCO.OCCO.OCCO
**Molar mass**: 490.63 g/mol
**Strongest force on any atom**: 2.8 eV/Å
**E**: -47193.06119 eV
**2S+1**: 1
**HOMO-LUMO gap**: 9.51 eV
**E_LUMO**: 0.1810 eV
**Energy above the lowest of the compared OMol25 structures with the same formula, charge and spin**: 0.5022 eV

```
86
Properties=species:S:1:pos:R:3:lowdin_charge:R:1
C -5.97636 1.94057 -1.50158 -0.047
C -4.81929 1.06673 -0.97169 -0.508
C -4.90495 -0.37740 -1.38052 -0.059
O -3.56079 1.61206 -1.33977 -0.045
H -6.95725 1.66323 -1.11550 0.076
H -5.99027 1.86128 -2.58860 0.076
H -5.84887 3.00240 -1.29097 0.072
H -4.90253 1.05118 0.11502 0.125
H -4.10236 -0.93288 -0.89533 0.055
H -4.79502 -0.43983 -2.46316 0.087
H -5.87171 -0.84155 -1.18547 0.083
H -2.91932 1.13960 -0.80414 0.047
C 2.58311 -2.40049 5.11391 -0.053
C 2.03605 -3.04955 3.85056 -0.518
C 1.04161 -2.20025 3.09495 -0.062
O 3.08000 -3.35121 3.00064 -0.034
H 1.88690 -1.94762 5.81982 0.076
H 3.29150 -1.59773 4.90929 0.070
H 3.23743 -3.06528 5.67783 0.077
H 1.52335 -3.97538 4.11150 0.135
H 0.71874 -2.58619 2.12804 0.081
H 1.49347 -1.22462 2.91591 0.058
H 0.16283 -2.01389 3.71229 0.086
H 3.22132 -2.58283 2.44277 0.046
C 3.24179 0.71703 1.82854 -0.063
C 3.91634 -0.00421 0.71014 -0.499
C 5.43788 0.12805 0.87974 -0.039
O 3.55451 -1.37589 0.81032 -0.064
H 3.59514 0.34713 2.79105 0.088
H 2.15806 0.83350 1.83600 0.071
H 3.55658 1.75911 1.77292 0.084
H 3.61630 0.39493 -0.25876 0.130
H 5.85887 -0.26683 -0.04489 0.081
H 5.71351 -0.49503 1.73056 0.090
H 5.68096 1.17016 1.08715 0.083
H 4.06336 -1.82060 0.12848 0.101
O -0.13811 -0.08145 -1.55080 -0.076
C 0.07714 -0.69713 -0.25457 -0.154
C -0.81413 -0.03190 0.84875 -0.213
O -2.18575 -0.38386 0.80599 -0.066
H 0.33708 0.75051 -1.49052 0.049
H -0.25683 -1.72417 -0.40203 0.100
H 1.11267 -0.71269 0.08534 0.097
H -0.74147 1.05453 0.79872 0.102
H -0.41337 -0.26638 1.83491 0.093
H -2.19967 -1.34360 0.82332 0.044
O 2.09928 4.76633 -3.17152 -0.048
C 1.33772 4.91158 -2.01882 -0.252
C 0.43623 3.67246 -1.90035 -0.204
O 1.20306 2.54547 -1.54229 -0.090
H 2.99153 4.56815 -2.87788 0.089
H 1.96091 5.01705 -1.13079 0.125
H 0.71869 5.79895 -2.15106 0.122
H -0.02169 3.45849 -2.86607 0.131
H -0.28806 3.75038 -1.08953 0.110
H 1.95948 2.43853 -2.12367 0.084
O 2.63462 -2.81068 -3.87189 -0.061
C 2.49647 -1.48949 -3.40200 -0.239
C 1.44601 -0.74609 -4.23370 -0.284
O 0.21594 -1.25164 -3.96639 -0.068
H 1.77457 -3.23682 -3.88973 0.082
H 2.20087 -1.49912 -2.35289 0.103
H 3.46178 -0.99790 -3.52292 0.115
H 1.51303 -0.84018 -5.31756 0.129
H 1.39224 0.29895 -3.92856 0.105
H -0.00699 -0.93681 -3.08731 0.032
O -2.38892 -3.17182 0.15214 -0.078
C -2.54719 -3.55573 -1.18314 -0.253
C -1.81509 -4.86475 -1.45921 -0.222
O -0.43185 -4.56395 -1.37049 -0.049
H -2.62653 -3.89494 0.73715 0.106
H -3.58129 -3.59857 -1.52503 0.119
H -2.14522 -2.72231 -1.75928 0.125
H -2.07975 -5.20885 -2.45903 0.127
H -2.20224 -5.57346 -0.72713 0.117
H -0.30929 -4.22400 -0.48110 0.069
O -0.54370 3.25659 3.13555 -0.071
C -1.89732 3.09220 2.82538 -0.252
C -2.34715 3.57172 1.40474 -0.158
O -2.08062 5.01686 1.20854 -0.095
H -0.42873 3.05731 4.06758 0.088
H -2.07578 2.02038 2.91178 0.103
H -2.47580 3.50762 3.65054 0.118
H -3.42243 3.43269 1.29275 0.120
H -1.78609 3.13554 0.57827 0.083
H -1.13911 5.16871 1.31847 0.062
```

***

C8H8NOPS | the ωB97M-V functional and the def2-TZVPD basis

Output
**Molar mass**: 197.20 g/mol
**Strongest force on any atom**: 4.9 eV/Å
**E**: -32083.01490 eV
**2S+1**: 1
**HOMO-LUMO gap (alpha / beta)**: 7.13 / 6.59 eV
**E_LUMO (alpha / beta)**: -0.6978 / -1.2094 eV
**Energy above the lowest of the compared OMol25 structures with the same formula, charge and spin**: 3.4001 eV

```
20
Properties=species:S:1:pos:R:3:lowdin_charge:R:1
C 1.84001 1.69386 0.62346 -0.071
C 2.28877 0.90438 -0.48244 -0.030
C 0.48511 1.76241 0.89556 -0.005
C 1.37219 0.20212 -1.26412 -0.043
C -0.46937 1.03970 0.12566 -0.248
C 0.07387 0.25679 -0.88471 -0.438
C -1.87626 1.13447 0.18817 -0.700
C -0.37081 -2.31718 -0.26125 -0.276
N -0.93486 -0.35269 -1.67157 -0.321
O -2.62090 1.84836 0.75360 0.055
P -1.43355 -1.77862 1.01290 0.842
S -2.44537 -0.04871 -1.10518 0.930
H 2.45183 2.40202 1.07600 0.077
H 3.27355 0.86634 -0.68475 0.063
H 0.26894 2.40695 1.83983 0.152
H 1.66307 -0.51696 -2.06016 0.138
H 0.58608 -1.98778 -0.36758 -0.035
H -0.86951 -2.91603 -1.07731 0.049
H -0.75639 -2.07312 2.29181 -0.026
H -2.52638 -2.52631 1.05207 -0.113
```

***

C20H27As2NO13Re | the ωB97M-V functional and the def2-TZVPD basis

Output
**Molar mass**: 825.48 g/mol
**Total charge**: +2
**Strongest force on any atom**: 0.7 eV/Å
**E**: -173073.61836 eV
**2S+1**: 2
**HOMO-LUMO gap (alpha / beta)**: 6.47 / 6.51 eV
**<S²>**: 0.7541
**E_LUMO (alpha / beta)**: -8.3508 / -8.3018 eV
**Energy above the lowest of the compared OMol25 structures with the same formula, charge and spin**: 0.7469 eV

```
64
Properties=species:S:1:pos:R:3:lowdin_charge:R:1
Re 0.44854 0.56499 0.29346 1.601
O 1.49350 -1.19430 0.80901 -0.191
C 0.63639 -2.37122 0.61804 -0.108
C 0.02998 -2.25218 -0.75556 -0.091
N -0.56901 -0.88674 -0.93362 -0.263
C -0.37345 -0.46876 -2.35776 -0.036
C 1.05303 0.02381 -2.52163 -0.536
O 1.68789 -0.04974 -3.51848 0.204
O 1.49419 0.62439 -1.38710 -0.206
C -2.00965 -0.83646 -0.59624 -0.045
C -2.37382 0.61697 -0.33235 -0.483
O -3.43598 1.11643 -0.37669 0.223
O -1.23435 1.33169 0.05200 -0.237
H 2.32789 -1.27712 0.31225 0.159
H -0.08910 -2.31277 1.42774 0.111
H 1.24252 -3.26609 0.74315 0.157
H -0.71961 -3.02146 -0.94787 0.160
H 0.81342 -2.36181 -1.50737 0.149
H -1.04727 0.35957 -2.58713 0.157
H -0.59518 -1.29486 -3.03214 0.161
H -2.19679 -1.40364 0.31798 0.144
H -2.62989 -1.24132 -1.39700 0.163
C 0.44068 -3.43874 5.03124 0.015
O 0.36712 -2.19845 4.27787 -0.087
C 1.46774 -1.43830 4.34660 -0.552
O 2.48391 -1.74942 4.89468 0.148
C 1.31096 -0.20603 3.51031 -0.292
C 2.22814 0.77604 3.55057 -0.288
As 2.41764 1.71808 5.33990 1.433
C 1.74282 0.48695 6.69575 -0.268
C 0.55984 2.41604 4.86538 -0.236
C -0.31798 2.11213 3.90122 -0.213
As -0.30466 0.50758 2.75713 1.287
C -1.85051 -0.49513 3.35083 -0.193
C -1.52561 2.96741 3.68613 -0.502
O -1.76124 3.97593 4.28408 0.179
O -2.30906 2.43861 2.73273 -0.121
C -3.51687 3.19163 2.43949 0.020
C 0.16102 3.37271 5.98320 -0.580
O -0.38538 2.84108 6.90894 0.163
O 0.54536 4.62732 5.98826 0.023
C 1.02841 5.27170 4.80086 -0.004
C 2.37205 1.85947 2.54557 -0.483
O 2.80789 2.93683 2.76387 0.127
O 2.12825 1.55786 1.11658 -0.295
C 2.83278 2.57490 0.26550 0.042
H -0.51349 -3.93063 4.87844 0.101
H 0.59513 -3.21718 6.08423 0.109
H 1.26372 -4.04670 4.66389 0.105
H 2.52243 -0.22533 6.95103 0.041
H 0.81770 -0.01674 6.42891 0.041
H 1.54660 1.13664 7.55022 0.046
H -1.86741 -0.47769 4.43886 0.065
H -1.78306 -1.52247 3.00297 0.029
H -2.73432 0.00335 2.96075 0.043
H -4.02784 2.63384 1.66312 0.084
H -3.24914 4.18729 2.09554 0.110
H -4.12478 3.26647 3.33739 0.111
H 0.27145 5.98016 4.47605 0.106
H 1.22885 4.55280 4.00596 0.071
H 1.94617 5.78828 5.06585 0.109
H 2.70051 2.23900 -0.75240 0.081
H 3.87653 2.56958 0.55778 0.119
H 2.38320 3.54335 0.45035 0.112
```

***

C5H10N2 | the ωB97M-V functional and the def2-TZVPD basis

Output
**SMILES**: CC1=NN(C)CC1
**Molar mass**: 98.15 g/mol
**Strongest force on any atom**: 3.5 eV/Å
**E**: -8325.09757 eV
**2S+1**: 1
**HOMO-LUMO gap**: 9.45 eV
**E_LUMO**: 0.9926 eV
**Energy above the lowest of the compared OMol25 structures with the same formula, charge and spin**: 2.2356 eV

```
17
Properties=species:S:1:pos:R:3:lowdin_charge:R:1
C 2.37530 -0.52142 -0.43743 -0.037
C 0.91663 -0.14986 -0.28983 -0.380
N 0.60132 0.88281 0.33850 0.107
N -0.86734 1.08526 0.32164 -0.203
C -1.39851 0.88377 1.62916 -0.142
C -1.38382 0.12586 -0.69853 -0.170
C -0.22600 -0.82980 -1.06730 -0.092
H 2.84380 -0.59819 0.53981 0.075
H 3.08418 0.17010 -0.98602 0.104
H 2.43043 -1.44244 -0.89261 0.032
H -1.58065 -0.10370 1.92626 0.045
H -0.50974 1.09664 2.30755 0.097
H -2.30586 1.51145 1.93346 0.102
H -1.67866 0.68362 -1.60708 0.110
H -2.25453 -0.29355 -0.25311 0.090
H 0.13873 -0.70536 -2.19235 0.159
H -0.18530 -1.79521 -0.57211 0.104
```